Computed, not measured: a cluster of 2 separate species, C8H12O6 in total, with ωB97M-V/def2-TZVPD.

Last column: natural (NBO) charge in e.
Geometry (Å):
C (0.79501, 30.42367, -29.37374)  -0.6256
C (2.23846, 30.41415, -29.79411)  0.0616
C (3.24904, 30.59532, -28.65506)  -0.0911
O (4.20352, 29.56238, -28.87182)  -0.4902
C (3.79381, 28.73977, -29.86808)  0.9717
O (4.38605, 27.78816, -30.23892)  -0.5619
O (2.60012, 29.15181, -30.36260)  -0.4894
H (0.54647, 29.57050, -28.73693)  0.2186
H (0.07644, 30.47273, -30.18795)  0.2321
H (0.60535, 31.31308, -28.75964)  0.2119
H (2.35690, 31.20439, -30.54084)  0.1839
H (2.81753, 30.54071, -27.65545)  0.1833
H (3.76274, 31.55245, -28.74402)  0.1950
C (-0.99640, 31.49283, -25.40464)  -0.6286
C (-1.19881, 30.00138, -25.28203)  0.0630
C (-1.36966, 29.51405, -23.84924)  -0.0936
O (-2.33776, 28.48337, -23.94554)  -0.4863
C (-2.99521, 28.61455, -25.12314)  0.9706
O (-3.88754, 27.93043, -25.48452)  -0.5564
O (-2.49107, 29.67518, -25.81297)  -0.5012
H (-0.05424, 31.81997, -24.96402)  0.2195
H (-1.79496, 32.04164, -24.89621)  0.2207
H (-1.07363, 31.82287, -26.44104)  0.2269
H (-0.41921, 29.48304, -25.84495)  0.1815
H (-1.73772, 30.34618, -23.23997)  0.1804
H (-0.46674, 29.14195, -23.37046)  0.2034

Results
ΔE to the lowest compared entry with this formula, charge and spin: 6.46 kcal/mol
HOMO energy: -11.24 eV
LUMO energy: 0.2784 eV
Kohn-Sham gap: 11.518 eV
SMILES: C[C@H]1COC(=O)O1.C[C@H]1COC(=O)O1